ClH4N2P | the ωB97M-V functional and the def2-TZVPD basis

Output
Gap between HOMO and LUMO (spin up / spin down) = 7.80 / 7.26 eV
E = -24853.560 eV
ΔE to the lowest compared entry with this formula, charge and spin = 0.0 kcal/mol

```
! RIJCOSX wB97M-V def2-TZVPD def2/J DEFGRID3
* xyz 0 3
N -1.47260 -0.97092 0.16834
N 1.68549 1.87040 -0.49019
P 1.78556 0.69697 0.51119
Cl 1.99616 -0.82328 -0.78682
H -2.23969 -0.80612 -0.45341
H -1.22829 -1.93157 0.08554
H 1.23951 2.74062 -0.13256
H -1.76614 -0.77611 1.09791
*
```